Record 1
Entry from the OMol25 dataset: a 13-piece molecular cluster, C58H150N8O21 overall (ωB97M-V/def2-TZVPD).

Electronic energy: -4317.1397 Ha
E_LUMO: 0.3 eV
Frontier orbital gap: 8.55 eV
HOMO energy: -8.257 eV

Structure (ORCA input):
```
! RIJCOSX wB97M-V def2-TZVPD def2/J DEFGRID3
* xyz 0 1
C 0.03850 0.63976 -0.93242
H -8.69925 -4.44134 2.79402
H -0.00190 3.34526 -4.40755
H -5.42575 2.01515 -0.24005
H -3.24556 1.80023 8.68812
H -3.93877 3.69230 1.33133
H -2.80480 6.95337 -1.10156
H 3.50843 0.60116 2.43591
O -0.44734 6.30839 1.28105
H 5.01299 2.31883 2.53426
H 0.73616 1.36038 -0.50572
H 2.65458 -3.58039 2.28543
H -6.72593 -5.00936 1.73272
O -7.02490 5.09974 -7.97340
H -1.40069 4.93130 -0.87715
O -3.33938 0.33056 -1.74565
H -3.54402 -4.54681 0.95113
C 2.17640 -1.00350 2.79008
C 11.02262 -3.50159 1.11190
C 2.69067 2.43313 3.97861
H -1.39309 6.31474 1.44569
H 6.08559 1.35802 -0.90598
H -3.07948 4.24264 5.01845
H -0.37862 4.36459 1.18807
H 0.70548 -8.62123 -1.47540
C 3.03607 0.16626 3.31673
N 4.54030 2.63941 -1.15040
C 3.63934 -12.44077 -3.07772
H -0.12605 -0.23720 3.88537
H -2.00232 5.89195 3.70158
H -10.13629 -6.15481 2.62457
H -2.68847 -2.11337 -2.28918
H 1.40235 -6.33212 -1.37298
N -4.43229 5.67228 -5.56892
H 0.65550 -1.07562 0.25111
H 3.74036 2.90208 -1.70826
H 1.19222 -0.66429 2.46689
O 4.55995 -13.13950 -3.76102
C -4.06689 -0.75683 -1.26484
H 2.56479 -6.62616 -2.69581
C -4.55346 -0.52715 -4.67146
O 12.73691 -3.71305 -0.71627
H -4.25995 1.62777 3.90045
O -0.22545 1.09632 -2.22852
H 2.72974 -13.04128 -3.06612
C -1.11471 1.29889 5.15702
H 3.78676 3.04504 5.82035
C 5.25933 1.49819 -1.60292
H -4.34129 -1.06310 -5.59658
H 4.89225 -2.83735 -2.36177
H -2.63030 2.75194 10.80949
H 7.86004 -0.99111 1.34484
C 3.93919 2.95733 4.74463
H -5.65041 0.90154 -5.68244
H -4.60592 4.32304 -7.04281
H 14.33503 -2.56066 -1.48151
H 14.73307 -3.86922 -0.17309
H -1.04803 2.21642 7.75626
C 0.86836 3.09227 -5.01314
H -0.87695 0.88829 -0.39548
C 12.37725 -3.08617 0.50082
H -5.84451 -3.68263 0.95665
H 6.43825 1.52477 3.07719
H 3.38912 -2.04503 -1.65544
H -4.02852 -2.87101 -1.40686
H 6.47347 3.70988 -1.16381
C -3.59987 4.90476 -4.58476
H -8.28452 6.64426 -8.73203
N -3.42498 6.32729 2.25205
H -7.77444 -2.41007 1.74191
H 5.75398 1.57038 -2.57153
C -3.61413 -5.55096 0.53294
H -2.19989 5.16919 -2.92936
C -4.32840 4.46657 0.67042
H 4.22225 3.98806 4.53122
H 4.64325 -2.79054 1.05170
H 3.90899 0.15669 -0.62005
H -4.51404 5.26425 5.00832
H -3.91090 1.17620 -5.50786
H 3.95555 -1.90098 -3.39939
C 5.66183 -2.40271 1.03884
O 5.10897 -0.85704 -2.06684
H -4.57047 2.60521 5.44235
H 6.93406 6.37051 1.01564
H -2.37609 2.08881 2.59856
N 10.02717 -2.50146 1.31050
C 3.18521 -11.06849 -3.54434
H -5.93927 1.26563 -3.55597
C -1.90005 1.16937 2.25780
H 3.53855 0.45294 -2.29585
H 5.22132 4.04862 -2.24974
H 0.73628 2.07328 -5.37689
H 0.35239 4.49208 -1.32408
H 14.47370 -4.24860 -1.71611
C 5.70520 -12.38230 -4.28422
H 3.97789 -10.33389 -3.40254
H 6.32757 3.20888 3.55787
H -5.78576 -5.31161 -1.16455
H -3.59239 4.57825 -0.12578
H -1.71697 3.38138 6.52364
H -6.14194 2.82151 -1.62465
H -1.17276 1.01934 -2.36373
N -7.80591 -3.97001 0.32935
H -0.88307 1.15023 1.86600
C -6.53984 -4.50429 0.78490
C 5.73890 2.31599 3.34737
O 5.64646 4.83902 1.14329
C -1.13632 0.01503 4.20762
H 0.97896 -3.45478 2.45732
H -5.36328 -1.15707 -4.30335
H -0.28301 -1.53994 -1.14820
H -0.29350 -9.15332 -2.68905
H 1.62196 1.99027 -2.85294
C -2.04145 3.35871 10.12161
C 2.23863 3.10408 -4.29160
H 8.09897 -1.22620 3.07231
C 0.44800 -0.81651 -0.78711
H 1.59492 -9.02514 -4.24917
O -5.48162 4.04020 -0.00290
C -4.57207 5.72944 1.45426
H -4.88251 6.48068 -5.16409
H -4.42387 2.80764 -1.48787
H 1.07287 -11.08291 -3.30335
H -11.76816 -5.80525 1.79519
H -4.31648 7.75638 -1.14862
H -3.14372 8.31832 -2.29817
H -2.51494 6.69565 -4.00177
C 8.75697 -2.92081 2.00622
C -5.95240 -5.62989 -0.13546
H -0.94487 2.22552 4.60873
H -4.42452 -0.52904 -0.26070
H -2.31608 0.67534 6.83685
H 7.59601 4.69798 0.53245
C -4.81095 0.84578 -4.98939
H -6.55786 6.72694 -6.76648
O 2.11759 -2.08976 3.67678
H -6.00888 4.33848 -6.02136
C -4.80742 2.43156 4.39267
H 8.25400 -3.80860 1.62289
H 2.76492 -8.78714 -2.84712
H 5.47761 -11.56246 -4.96552
N 2.23486 1.08735 4.09414
H 7.31950 5.02764 2.15248
H -3.68491 -0.63425 -4.02166
H -6.56174 -6.53111 -0.20346
C 5.38699 3.78731 -1.20457
C -7.64116 5.82392 -9.05017
H 5.65146 -1.40464 0.60085
H -6.92064 6.17553 -9.78863
C -2.88298 5.80479 -3.49284
H 13.24297 -3.08458 1.16310
C -5.27195 4.98831 -6.49333
C 1.53725 -6.35420 -2.45437
C -3.04940 2.65224 8.03721
H 2.43159 0.81107 5.04548
N 1.91782 -10.67048 -2.93448
C -3.28424 -2.07524 -1.37720
H -9.04346 -2.33380 0.61255
H -2.51445 0.84025 1.41977
H -2.50730 4.70374 2.69211
C 5.13330 4.90891 -0.23173
O -3.91638 6.45571 -2.69917
C 0.07680 5.20608 0.66598
O 6.34833 -2.17003 2.31512
H 2.50040 4.16171 -4.26002
H -1.42538 -0.78611 4.88786
H 6.44023 -11.99512 -3.57857
O 0.52484 -7.23737 -2.92242
C 1.82019 -9.20277 -3.19761
C -8.45707 -3.05223 1.18536
H -1.01663 3.00415 10.01143
C 6.93684 5.29100 1.16643
H 1.80293 2.98302 4.29107
H 1.25985 -1.06606 -1.47029
H -2.89574 4.23800 -5.08251
H 3.88853 -12.44158 -2.01660
H -3.68129 0.66852 -2.57660
C -10.86976 -5.42515 2.28150
H -2.03130 4.21286 10.79868
C -2.93860 5.46441 3.34285
H -8.40292 5.15933 -9.45776
O 5.04522 1.98448 4.56551
C 4.22883 -1.97263 -2.34663
H 9.90963 -2.19207 0.35628
O -2.16711 0.11689 3.15385
C -5.33506 2.88220 -0.89432
H -4.89378 6.47051 0.72253
H -2.77856 -6.14735 0.89935
C 7.78511 -1.71942 2.15234
H 1.15470 5.19349 0.82744
H 6.20117 -13.08974 -4.94878
C 0.61244 -8.56115 -2.55976
N -2.21197 1.41187 6.15364
H 1.43095 -5.34069 -2.84114
H -5.30566 5.57113 2.24476
H 2.72367 -1.40200 1.93581
O -4.83903 -6.22191 0.57320
H 3.96485 0.02442 3.86931
H -2.74553 -2.26680 -0.44919
H 3.12242 -10.99241 -4.62987
C -0.33673 5.15579 -0.80186
H 8.95049 -3.24930 3.02737
H 6.22435 -3.04470 0.36096
H -3.99471 2.80751 7.51722
C -6.02642 5.95627 -7.32483
O -10.27938 -4.42531 1.41733
H -5.87056 2.21401 4.49512
C 4.36191 0.27281 -1.60467
H -3.50204 -5.46157 -0.54759
H 1.91811 -4.03527 3.88760
H -8.36873 -4.75912 0.04538
H 12.37645 -2.02113 0.26886
C 14.11529 -3.51202 -0.99702
H 11.25194 -3.84294 2.12136
C -3.50430 7.42175 -1.79397
H -0.25266 1.05275 5.77701
O -2.71071 3.73009 8.94159
H -5.36252 6.29589 -8.11982
H -4.32134 4.24564 -4.10191
H -0.12194 6.12578 -1.25028
C -9.27599 -3.77803 2.14943
H -3.51098 7.29142 2.54043
H 0.90819 3.75625 -5.87666
H -9.74036 -3.15819 2.91641
H 4.07639 4.71828 -0.04547
H 5.06398 5.90876 -0.66019
C 1.89716 -3.35502 3.03618
O 2.25491 2.70659 -2.94160
H -4.98496 -0.91848 -1.82978
H -11.26207 -4.83659 3.11084
H 10.62066 -4.37416 0.59698
H 2.73686 2.79735 2.95230
C -3.83888 4.68797 4.37573
H 2.96579 2.51035 -4.84552
O -4.63086 3.65393 3.68790
C -1.86063 2.44779 7.06760
O -5.04642 1.52935 -3.79021
*
```

Löwdin population analysis, charges in e, atoms 1 to 2: atom 1 (C): -0.313, atom 2 (H): 0.116

***

Record 2
Entry from the OMol25 dataset: an isolated ion of composition C6H13N2S2 and charge +1 (ωB97M-V/def2-TZVPD).

Electronic energy: -1141.8863 Ha
E_LUMO (spin up / spin down): -4.5 / -5.3 eV
Frontier orbital gap (spin up / spin down): 7.96 / 6.90 eV
HOMO energy (spin up / spin down): -12.477 / -12.237 eV

Structure (ORCA input):
```
! RIJCOSX wB97M-V def2-TZVPD def2/J DEFGRID3
* xyz 1 1
C -0.75941 -2.33226 -0.01706
H 0.27216 4.39529 -0.24375
C 0.27667 -0.45660 1.22157
C -0.57968 1.29818 -0.51076
H -1.18615 -2.57538 -1.88432
C 0.59062 1.97458 -0.20476
H 0.50006 3.47049 1.29170
H 1.76627 -0.39561 3.08781
S 1.83758 -0.76511 1.88304
H 1.89175 3.74211 0.31575
C 0.82475 3.50738 0.24223
H 0.23996 0.01757 -1.87910
N 0.10294 -1.11263 -0.07246
N -0.57616 -3.07442 -1.27020
C -0.43470 -0.05944 -1.08695
H -0.61228 -0.41882 1.80913
H -0.34025 -3.00237 0.75305
S -2.09599 2.06227 -0.05961
H 0.93358 -1.42834 -0.42918
H -1.03330 -3.94566 -1.15649
H -1.75389 -1.95398 0.29300
H -1.34008 -0.34243 -1.67770
H 1.47556 1.39518 -0.40495
*
```

Löwdin population analysis, charges in e, atoms 1 to 2: atom 1 (C): -0.191, atom 2 (H): 0.112

***

Record 3
Entry from the OMol25 dataset: a 5-piece molecular cluster, C3H16O4S overall (ωB97M-V/def2-TZVPD).

SMILES string: CCSC.O.O.O.O
Electronic energy: -822.9917 Ha
E_LUMO: 0.0 eV
Frontier orbital gap: 8.44 eV
HOMO energy: -8.440 eV

Structure (ORCA input):
```
! RIJCOSX wB97M-V def2-TZVPD def2/J DEFGRID3
* xyz 0 1
O 2.80975 -1.88783 0.00733
H 0.57173 0.73027 -1.09263
C -0.00732 1.65432 -0.93730
H 3.31568 -1.91256 0.82099
C -1.89106 0.07167 0.20643
H 3.15813 -1.03501 -0.35222
H -1.49377 -1.35768 -3.17497
H -2.90606 -0.01527 -0.14956
H -0.77792 -3.27519 0.11065
H -0.03355 -0.18694 3.51096
H 0.68311 3.80286 -0.78698
O 0.66333 0.28022 3.92488
O -2.31678 -1.37036 -2.67375
H 1.59811 2.59668 0.27186
O -0.70061 -2.60607 0.79171
H -2.06428 -0.29986 1.26242
H 1.78369 2.49093 -1.49211
H -0.56147 1.90985 -1.84647
H 0.12738 -2.18521 0.52027
C 1.04966 2.71620 -0.67407
H -2.05314 -1.67554 -1.77978
H -1.16695 -0.61719 -0.27249
H 1.45818 0.43119 3.38736
S -1.24586 1.74050 0.41749
*
```

Löwdin population analysis, charges in e, atoms 1 to 2: atom 1 (O): -0.067, atom 2 (H): 0.073

***

Record 4
Entry from the OMol25 dataset: C8H13BF4N6SV as an isolated structure (ωB97M-V/def2-TZVPD).

Expectation value of S²: 2.02
Electronic energy: -2407.7892 Ha
E_LUMO (spin up / spin down): -4.5 / -4.3 eV
Frontier orbital gap (spin up / spin down): 7.49 / 7.68 eV
HOMO energy (spin up / spin down): -11.955 / -12.009 eV

Structure (ORCA input):
```
! RIJCOSX wB97M-V def2-TZVPD def2/J DEFGRID3
* xyz 1 3
C -1.09691 -3.15502 -0.22326
H 2.52105 0.28656 0.63124
H 0.51801 -1.35915 -4.64793
H -1.91114 -2.13084 4.33483
H 1.31057 0.97651 -4.25398
F -2.25416 3.52407 1.16894
F -1.85159 3.43195 -1.10715
H -0.35892 -2.67012 -2.72833
H -1.24761 -3.55753 0.77170
C -0.03771 -1.07875 -1.33452
C 0.92960 0.36890 -3.44651
H 3.60756 2.39012 0.41935
C 0.86727 0.89047 -2.16598
N -1.44283 -1.24141 4.28234
H 1.19940 1.89571 -1.94757
H 2.10420 3.05585 0.38371
H -0.41645 -3.79825 -0.78089
C -0.95889 -0.82387 3.11004
N -0.55235 -1.05925 0.93781
N -1.07335 -1.60942 2.07385
N 2.11360 1.14969 0.98175
N 0.39803 0.18459 -1.13422
H 2.38484 1.22770 1.96075
C -0.00061 -1.66150 -2.58755
N 2.63762 2.21923 0.17619
C -0.56635 -1.76739 -0.14231
V -0.02648 0.94533 0.80196
B -1.65443 2.95777 0.12287
H -1.40906 -0.65138 5.09372
H -2.05703 -3.15046 -0.74566
C 0.48851 -0.92485 -3.65782
F -0.13800 2.91274 0.39936
F -1.86056 1.47314 0.15126
S -0.16583 0.74885 3.10199
*
```

Löwdin population analysis, charges in e, atoms 1 to 2: atom 1 (C): 0.002, atom 2 (H): 0.114